{"formula": "C36H96O36S12", "method": "wB97M-V/def2-TZVPD", "smiles": "CCOS(C)(=O)=O.CCOS(C)(=O)=O.CCOS(C)(=O)=O.CCOS(C)(=O)=O.CCOS(C)(=O)=O.CCOS(C)(=O)=O.CCOS(C)(=O)=O.CCOS(C)(=O)=O.CCOS(C)(=O)=O.CCOS(C)(=O)=O.CCOS(C)(=O)=O.CCOS(C)(=O)=O", "de_lowest_kcal_mol": 122.4, "homo_ev": -10.0, "charge": 0, "homo_lumo_gap_ev": 10.00, "largest_force_ha_per_bohr": 0.06282, "species": ["S", "S", "S", "S", "S", "S", "S", "S", "S", "S", "S", "S", "O", "O", "O", "O", "O", "O", "O", "O", "O", "O", "O", "O", "O", "O", "O", "O", "O", "O", "O", "O", "O", "O", "O", "O", "O", "O", "O", "O", "O", "O", "O", "O", "O", "O", "O", "O", "C", "C", "C", "C", "C", "C", "C", "C", "C", "C", "C", "C", "C", "C", "C", "C", "C", "C", "C", "C", "C", "C", "C", "C", "C", "C", "C", "C", "C", "C", "C", "C", "C", "C", "C", "C", "H", "H", "H", "H", "H", "H", "H", "H", "H", "H", "H", "H", "H", "H", "H", "H", "H", "H", "H", "H", "H", "H", "H", "H", "H", "H", "H", "H", "H", "H", "H", "H", "H", "H", "H", "H", "H", "H", "H", "H", "H", "H", "H", "H", "H", "H", "H", "H", "H", "H", "H", "H", "H", "H", "H", "H", "H", "H", "H", "H", "H", "H", "H", "H", "H", "H", "H", "H", "H", "H", "H", "H", "H", "H", "H", "H", "H", "H", "H", "H", "H", "H", "H", "H", "H", "H", "H", "H", "H", "H", "H", "H", "H", "H", "H", "H"], "coordinates": [[0.7189, -4.4708, -0.6353], [0.2846, -4.9437, 5.5521], [-0.2695, 3.0185, 5.3709], [-1.3929, 1.5867, -0.1435], [0.3517, 5.8770, -2.6229], [-2.9799, -2.1285, -4.7938], [3.4031, -1.0146, 6.0767], [-5.2664, 6.6666, 2.4782], [5.7060, -2.0413, 1.9311], [3.3912, -1.2559, -2.9702], [-7.1669, 3.6523, -1.3677], [0.3114, 2.1601, -6.0834], [-1.6411, 3.1567, 4.5280], [3.8342, -2.0453, 7.2431], [-5.6416, 5.6438, 3.4267], [-3.2839, -0.7223, -3.9848], [1.6513, -5.4356, 5.5482], [-4.2511, 7.6289, 2.8519], [-0.7026, -6.1952, 5.8661], [-4.7953, 5.9413, 1.0995], [-2.7544, -3.1865, -3.8226], [-4.0217, -2.2870, -5.7861], [-0.0117, 1.1139, -7.3053], [-1.0691, 5.7464, -2.4514], [1.7293, -4.7495, -1.6256], [-0.3208, 1.6303, -4.9072], [0.6386, 4.0627, 4.9382], [-0.0854, -3.9134, 6.4930], [-6.9506, 3.6710, -2.9746], [4.2934, -1.9198, 1.6183], [-7.1465, 5.0288, -0.9234], [-8.3063, 2.8113, -1.0761], [-0.8390, 2.1989, 1.0549], [5.9232, -2.7439, 3.3822], [2.2583, -0.2237, 6.4419], [3.2121, -0.0527, -3.7402], [0.0236, -5.9253, -0.3610], [4.4849, -2.1880, -3.7575], [0.0422, 3.4853, -6.5820], [-0.5666, 2.8453, 6.7831], [2.2535, -2.1030, -2.6311], [1.0185, -3.9627, 0.6902], [6.6520, -0.9428, 1.7992], [-0.9463, 0.0053, -0.2412], [0.5338, 6.5775, -4.0744], [4.6508, -0.3897, 5.6827], [1.1860, 4.6837, -2.5656], [-2.7875, 1.6886, -0.4375], [-9.2009, 3.6159, -3.9697], [7.2981, -3.5580, 5.1723], [7.1754, -2.5825, 3.9969], [0.2031, 1.5563, -8.6568], [-5.6152, 2.8975, -0.9106], [1.6078, 6.1335, -4.9202], [1.0537, 0.4599, -9.3028], [0.5967, -0.7598, 1.4347], [-6.7671, 7.4513, 1.9734], [-4.5777, 1.2240, -3.7559], [-3.7926, 2.5362, 3.7807], [2.9374, -2.1978, 4.7814], [0.2525, 1.4595, 4.6474], [0.7003, -6.8509, 0.4761], [-2.8148, 2.4248, 4.9607], [6.3797, -3.3282, 0.8735], [-2.6201, 5.3628, 0.2270], [-0.5729, 2.1452, -1.6847], [-1.2163, -8.3348, 6.7293], [0.9814, 7.2105, -1.5794], [-7.8486, 2.9086, -3.7684], [2.0400, -7.3334, -0.0921], [5.6508, -4.1929, -4.2185], [-3.6739, 5.0500, 1.2635], [0.4509, -0.2701, -0.0087], [-1.4171, -1.6684, -5.5414], [-0.0995, -7.4401, 6.1870], [2.0746, 1.8424, -5.8755], [4.7485, -3.4814, -3.2196], [2.8146, -3.9750, 8.5074], [-0.6666, -3.6504, -1.4951], [-0.1611, -4.5516, 3.8312], [4.3101, -0.9196, -1.4845], [2.8028, -2.4843, 8.1552], [-3.9273, 0.3009, -4.7605], [2.9581, 6.5788, -4.3501], [-0.7954, -2.5278, -5.7686], [1.4737, 0.6701, -10.2868], [0.5663, -0.5087, -9.4112], [-1.9021, 4.5403, 0.2196], [3.7945, -4.0104, -3.1426], [1.5320, 5.0483, -5.0042], [-1.2357, 1.7321, -2.4416], [5.3168, -4.0659, -5.2460], [0.3283, -3.6059, 3.6001], [0.1832, -0.0305, 2.1304], [-3.1210, 2.4161, 2.9204], [2.7136, 2.3741, -6.5810], [1.0067, 0.6597, -0.1357], [6.5857, -2.9853, -0.1326], [0.2209, -5.3503, 3.2086], [7.9516, -3.3110, 6.0000], [-7.3975, 7.8022, 2.7816], [4.0868, -1.7291, -0.7933], [3.8783, 6.5070, -4.9261], [0.4752, 1.8759, -1.7417], [-3.2687, 5.0637, 2.2744], [0.7167, -7.3356, 6.9010], [1.3400, 1.4200, 4.6089], [3.7033, -4.2845, 9.0562], [-4.0381, 3.5849, 3.6219], [1.8884, 0.3650, -8.6066], [-1.6837, -1.1438, -6.4583], [1.9714, -4.1268, 9.1837], [7.9841, -2.8265, 3.2914], [0.1089, -1.6971, 1.6977], [1.8325, -2.2696, 7.7095], [5.3788, -0.8010, -1.6284], [-8.0014, 1.9047, -3.3667], [0.3521, -7.9714, 5.3439], [2.8529, -6.6313, 0.1095], [-3.2026, 0.7445, -5.4515], [-1.2275, -4.3389, 3.8454], [7.5624, -4.5388, 4.7688], [-2.0204, -8.5772, 6.0324], [2.8767, 7.6014, -3.9702], [3.1918, 6.0692, -3.4103], [0.8180, 2.4567, -8.6097], [0.8876, -6.4915, 1.4878], [5.7685, -5.2647, -4.0675], [3.5622, -3.0851, 4.8531], [2.6301, -4.5890, 7.6278], [-9.9747, 3.1857, -3.3416], [-0.1426, 0.6777, 5.2895], [-5.4912, 0.7503, -3.3977], [0.8918, -1.0310, -0.6535], [2.1985, 0.7814, -6.0685], [6.6235, -3.7210, -4.0591], [-9.0290, 4.6818, -3.8228], [-5.4560, 1.9826, -1.4764], [7.2993, -3.7203, 1.3107], [-2.0714, 6.2101, 0.6525], [-0.0452, 1.4168, 3.6023], [1.9143, -7.3144, -1.1767], [-7.3811, 2.7614, -4.7432], [-3.8146, 1.5015, -3.0317], [0.0478, -7.7221, 0.4440], [7.4746, -1.5643, 4.2541], [3.8039, -0.0128, -1.1506], [-0.6517, 3.2270, -1.7856], [-0.9880, -0.9469, -4.8507], [-7.2903, 6.6826, 1.4012], [-4.0810, 4.0463, 1.1234], [-1.7397, -7.8185, 7.5378], [-6.4963, 8.2473, 1.2809], [-2.8127, 5.6201, -0.8102], [3.0890, -1.7174, 3.8171], [-4.7132, 3.4908, -1.0556], [-0.8223, -4.3867, -2.2813], [1.9116, -2.5508, 4.8740], [-4.5524, 1.7677, 3.7078], [-1.5582, -3.6370, -0.8690], [-2.5424, 1.3653, 4.9853], [-4.6901, -0.0715, -5.4488], [-0.7215, 1.7970, -9.1769], [5.6838, -4.1470, 1.0680], [2.4152, -8.3015, 0.2332], [2.9502, -1.9441, 9.0894], [-0.5642, -2.6415, -1.8833], [1.3994, 6.8407, -0.6430], [1.5412, 6.4506, -5.9595], [0.0549, 7.7059, -1.2924], [-4.9645, 2.1288, -4.2319], [1.6730, -0.8875, 1.5820], [-9.5064, 3.5282, -5.0143], [2.3434, 2.1800, -4.8786], [6.2697, -3.7310, 5.5035], [5.2555, -3.3087, -2.2656], [1.7416, 7.7660, -2.1095], [-0.8745, -9.2912, 7.1244], [-3.1265, 2.6921, 5.9659], [-5.5473, 2.6247, 0.1428]], "forces_ev_per_angstrom": [[-0.274, -0.848, 0.089], [0.374, -0.538, 0.318], [0.344, -0.111, -0.053], [2.181, 0.319, -1.114], [0.557, -0.615, -0.877], [-0.420, -0.108, 0.565], [1.077, -0.670, -0.681], [0.619, -0.320, 0.685], [1.870, 0.180, -1.008], [0.339, -1.813, -0.231], [0.331, 0.950, 0.078], [0.545, -0.502, -0.964], [0.378, 0.941, 0.820], [-0.241, 0.374, -0.355], [0.391, 0.308, -0.369], [0.103, -1.950, -0.669], [-0.945, 0.396, -0.095], [-0.823, -0.634, -0.352], [0.580, 1.081, -0.674], [-0.862, 1.192, 1.122], [-0.212, 1.517, -0.774], [0.974, -0.030, 0.617], [-0.616, 0.531, 1.259], [0.859, 0.172, 0.168], [-0.088, 0.769, 0.804], [-0.058, 0.241, -0.801], [-1.354, -0.967, 0.331], [0.183, -0.457, -1.147], [0.159, 0.100, 0.905], [1.490, -0.021, 1.087], [-0.164, -1.254, -0.408], [1.041, 0.394, -0.104], [-0.596, -0.925, -1.150], [-1.781, 0.732, -1.207], [0.625, -0.462, 0.023], [0.266, -0.891, 0.341], [-0.441, 1.335, -0.446], [-1.052, 1.767, -0.358], [0.161, -0.593, 0.624], [0.164, 0.183, -1.512], [1.103, 1.374, -0.433], [0.128, 0.201, -1.166], [-1.598, -0.606, 0.475], [-0.935, 0.829, -0.344], [-0.174, -0.047, 0.112], [-1.328, -0.593, 0.364], [-0.697, 1.266, 0.063], [-0.198, -0.547, 0.611], [0.661, -0.154, -0.497], [-1.510, -0.774, -0.956], [3.182, 0.051, 0.554], [1.175, -0.068, -0.589], [0.494, -0.752, 0.368], [1.572, -1.054, -0.014], [0.162, -0.042, 0.219], [0.449, 0.410, 0.023], [0.310, -0.312, -1.519], [0.136, 0.371, -0.940], [1.926, 1.000, -0.325], [0.032, 0.118, 0.183], [0.586, 0.359, 0.175], [1.066, -1.404, 0.075], [-0.003, -1.372, -0.814], [-0.318, -0.710, 1.628], [1.354, 0.459, 1.029], [-0.908, 0.415, 0.874], [-0.562, 0.343, 0.580], [-0.705, -0.944, 0.499], [-1.114, -0.510, -0.838], [0.367, 0.998, -0.815], [0.657, 0.564, 0.438], [-0.448, -0.931, -0.976], [-0.027, -0.079, 1.861], [-0.814, 0.361, -0.152], [-0.142, -1.982, 0.326], [-0.303, 0.490, -0.443], [-0.596, -0.886, -0.434], [0.084, 0.412, -0.342], [-0.280, -1.238, 0.671], [0.069, 0.661, 1.619], [-1.113, 0.116, 0.022], [-0.493, -0.574, 0.602], [-0.583, 0.508, -0.818], [-0.013, 0.327, 1.546], [-0.066, -0.092, 0.238], [-0.201, 0.518, 0.042], [-0.241, 0.086, 0.321], [-0.015, -0.070, 0.027], [0.134, 0.089, 0.571], [0.161, 0.006, 0.223], [0.470, -0.355, -0.175], [-0.066, 0.255, 0.061], [0.248, -0.129, -0.032], [0.297, 0.199, -0.111], [-0.121, -0.569, -0.069], [-0.433, 0.216, -0.224], [0.179, -0.101, 0.068], [-0.503, -0.024, -0.097], [-0.337, -0.056, -0.082], [0.017, 0.407, -0.150], [0.453, -0.084, 0.371], [0.032, 0.050, 0.052], [-0.428, -0.101, -0.621], [-0.101, -0.260, -0.099], [0.109, 0.355, -0.070], [-0.245, 0.275, 0.214], [-0.003, 0.066, 0.546], [0.158, 0.014, -0.246], [-1.138, -0.179, 0.471], [0.168, -0.391, -0.219], [0.115, 0.006, -0.024], [-0.066, 0.051, -0.021], [-0.312, -0.198, -0.231], [-0.039, -0.170, -0.659], [-0.031, 0.246, 0.217], [-0.087, 0.233, -0.289], [0.115, 0.123, 0.259], [-0.093, 0.589, -0.436], [-0.144, 0.127, 0.057], [0.277, 0.388, 0.541], [-0.095, -0.481, -0.333], [0.337, 0.036, 0.121], [0.347, 0.207, -0.470], [-0.019, 0.288, -0.650], [-0.168, -0.498, -0.179], [-0.226, 0.133, -0.204], [-0.578, 0.227, 0.009], [-0.208, 0.037, 0.424], [0.290, 0.223, 0.065], [0.242, -0.101, 0.028], [-0.013, 0.365, 0.207], [0.020, -0.183, -0.244], [0.388, -0.229, 0.690], [-0.730, 0.111, -0.610], [0.038, -0.080, 0.587], [0.196, -0.239, -0.639], [-0.326, 0.004, 0.353], [-0.358, -0.003, -0.039], [0.208, 0.540, 0.050], [0.147, 0.106, -0.311], [-0.531, 0.123, 0.174], [0.221, -0.384, -0.009], [0.360, 0.298, 0.179], [-0.476, -0.009, 0.482], [-0.273, 0.212, 0.478], [-1.075, 0.192, 0.205], [0.438, 0.085, 0.408], [-0.052, 0.000, 0.390], [0.379, -0.210, 0.001], [-0.103, 0.046, 0.056], [0.025, 0.018, 0.037], [0.213, 0.002, 0.147], [-0.099, 0.115, 0.133], [-0.937, -0.216, 0.147], [-0.024, 0.080, 0.044], [-0.500, 0.607, -0.477], [-0.179, 0.333, -0.284], [-0.072, 0.441, 0.314], [-0.369, 0.340, 0.373], [0.185, -0.214, 0.252], [0.159, -0.065, 0.326], [0.018, -0.577, 0.386], [-0.193, -0.176, 0.300], [-0.211, -0.040, -1.035], [-0.585, -0.155, 0.200], [-0.193, 0.367, -0.181], [0.931, -0.121, 0.060], [0.035, -0.473, -0.208], [-0.895, 0.723, 0.288], [0.287, 0.673, -0.331], [0.388, 0.092, -0.156], [-0.049, -0.021, 0.396], [-0.077, -0.199, 0.040], [-0.062, -0.389, 0.148], [0.157, 0.265, 0.616], [-0.204, -0.568, 0.097], [-0.275, 0.284, -0.130], [0.392, 0.130, -0.051], [-0.142, 0.494, -0.155], [-0.710, 0.089, 0.070]]}